ORCA calculation (ωB97M-V with the def2-TZVPD basis set) on a structure of composition C16H33BaN6P2S.

Last column: natural (NBO) charge in e.
CARTESIAN COORDINATES (ANGSTROEM)
Ba  -0.153185  -1.190051  -0.124856  1.738
C  -4.447371  3.028869  3.564162  -0.616
C  -3.351774  1.993835  3.378342  -0.215
N  -2.603883  2.291467  2.170303  -0.587
C  -1.638004  1.535452  1.607169  0.321
S  -1.331573  -0.000235  2.344269  -0.534
N  -1.084295  2.129176  0.553126  -0.486
N  -0.097758  1.466221  -0.071512  -0.328
C  0.448663  2.035448  -1.095116  0.178
C  0.046521  3.398090  -1.586126  -0.693
C  1.572504  1.358720  -1.775884  0.175
C  2.308930  2.044504  -2.748168  -0.238
C  3.386431  1.430336  -3.358283  -0.139
C  3.725325  0.136856  -2.996845  -0.261
C  2.946803  -0.481702  -2.036665  0.046
N  1.905508  0.098294  -1.444507  -0.541
H  -5.016520  2.815039  4.467086  0.228
H  -5.136818  3.025572  2.718560  0.207
H  -4.026583  4.030907  3.664280  0.209
H  -3.774843  0.991998  3.296304  0.207
H  -2.683688  1.982565  4.243803  0.201
H  -2.689268  3.218071  1.778564  0.404
H  -0.867536  3.701154  -1.086834  0.264
H  -0.113352  3.399523  -2.665519  0.218
H  0.820333  4.135648  -1.361146  0.234
H  2.052292  3.057162  -3.015581  0.235
H  3.963454  1.962770  -4.102759  0.232
H  4.567269  -0.375920  -3.438721  0.235
H  3.175903  -1.494715  -1.719806  0.191
C  -1.737015  0.350216  -4.771962  -0.935
P  -1.053253  -0.826717  -3.544211  0.738
C  0.160287  -1.725846  -4.584813  -0.934
C  -2.414368  -2.074370  -3.460528  -0.700
C  -3.683624  -1.547248  -2.781476  -0.713
P  -3.358908  -0.784720  -1.119203  0.729
C  -4.855155  -1.246473  -0.175994  -0.934
C  -3.668314  0.993000  -1.420210  -0.941
H  -2.101541  -0.168208  -5.660594  0.231
H  -0.963035  1.058003  -5.070635  0.244
H  -2.555947  0.919753  -4.332626  0.239
H  -0.280315  -2.101786  -5.509598  0.233
H  0.574162  -2.567505  -4.025773  0.225
H  0.986248  -1.057640  -4.832941  0.244
H  -2.027585  -2.926339  -2.889723  0.217
H  -2.642393  -2.441742  -4.465708  0.229
H  -4.379636  -2.375839  -2.631131  0.242
H  -4.197651  -0.829341  -3.425566  0.229
H  -5.774536  -0.962241  -0.690353  0.230
H  -4.817253  -0.744155  0.791509  0.250
H  -4.863417  -2.321644  0.003259  0.236
H  -4.634892  1.164094  -1.897460  0.228
H  -2.875103  1.410543  -2.041934  0.235
H  -3.634481  1.517352  -0.464207  0.255
N  0.419291  -3.829694  0.906122  -0.720
N  -0.518628  -4.188752  -0.126003  -0.710
H  0.983487  -4.623220  1.199539  0.370
H  -0.120946  -3.568466  1.728234  0.367
H  -1.129765  -4.948045  0.160639  0.366
H  0.018000  -4.525424  -0.917394  0.364

Cartesian forces, eV/Å:
Ba -0.1 -0.3 -0.2
C 0.0 0.0 0.0
C 0.0 0.0 0.0
N 0.0 0.0 -0.1
C -0.2 0.1 0.2
S 0.1 -0.1 -0.1
N -0.1 0.3 0.0
N 0.2 -0.2 -0.1
C -0.1 0.4 0.0
C -0.1 -0.1 0.1
C 0.3 0.1 -0.2
C -0.1 0.0 0.0
C 0.0 0.0 0.0
C 0.0 0.0 0.0
C 0.0 0.0 0.0
N -0.2 0.0 0.1
H 0.0 0.0 0.0
H 0.0 0.0 0.0
H 0.0 0.0 0.0
H 0.0 0.0 0.0
H 0.0 0.0 0.0
H 0.0 0.0 0.0
H 0.0 0.0 0.0
H 0.0 0.0 0.0
H 0.0 0.0 0.0
H 0.0 0.0 0.0
H 0.0 0.0 0.0
H 0.0 0.0 0.0
H 0.0 0.0 0.0
C 0.0 0.0 0.1
P -0.1 -0.1 0.0
C 0.0 0.0 0.0
C 0.0 0.0 -0.1
C -0.1 0.0 0.0
P 0.1 -0.1 0.0
C 0.0 0.0 0.0
C 0.1 0.0 0.0
H 0.0 0.0 0.0
H 0.0 0.0 0.0
H 0.0 0.0 0.0
H 0.0 0.0 0.0
H 0.0 0.0 0.0
H 0.0 0.0 0.0
H 0.0 0.0 0.0
H 0.0 0.0 0.0
H 0.0 0.0 0.0
H 0.0 0.0 0.0
H 0.0 0.0 0.0
H 0.0 0.0 0.0
H 0.0 0.0 0.0
H 0.0 0.0 0.0
H 0.0 0.0 0.0
H 0.0 0.0 0.0
N 0.0 -0.1 0.2
N 0.0 0.0 0.0
H 0.0 0.0 -0.1
H 0.0 0.0 0.0
H 0.0 0.0 0.0
H 0.0 0.0 0.0

Summary:
orbital gap	7.273	eV
charge	+1
relative energy (zero: lowest compared OMol25 entry of this formula, charge and spin)	0.0000	eV
max |F|	0.38	eV/A

ORCA calculation (ωB97M-V with the def2-TZVPD basis set) on a structure of composition C16H33CaN5O8P2S4 at a distorted geometry.

Last column: natural (NBO) charge in e.
CARTESIAN COORDINATES (ANGSTROEM)
Ca  0.276358  -0.494580  0.361581  1.709
C  -3.365710  1.529438  2.639784  -0.540
C  -2.484812  2.666296  3.135468  -0.529
S  -1.146244  3.038236  1.952113  0.199
C  0.197634  3.453474  3.110681  -0.528
C  1.558976  3.227324  2.470847  -0.541
S  1.906830  1.552184  1.829198  0.210
C  2.348898  0.650679  3.344375  -0.546
C  1.173279  0.095683  4.141238  -0.536
S  0.425551  -1.315406  3.252679  0.233
C  -1.075073  -1.556167  4.253601  -0.545
C  -2.107293  -0.440661  4.192923  -0.539
S  -2.544204  -0.084735  2.459257  0.214
H  -3.724441  1.749284  1.632933  0.234
H  -4.225353  1.412265  3.301198  0.218
H  -2.028221  2.422860  4.093818  0.206
H  -3.091376  3.563046  3.268708  0.219
H  0.081427  2.842096  4.003932  0.203
H  0.096724  4.502815  3.392997  0.217
H  2.346447  3.478326  3.182385  0.222
H  1.670613  3.868579  1.595504  0.232
H  2.958426  1.311811  3.961394  0.218
H  2.969463  -0.170563  2.985137  0.263
H  0.407736  0.854965  4.290186  0.199
H  1.519591  -0.261038  5.113384  0.217
H  -0.778584  -1.733321  5.287890  0.222
H  -1.493804  -2.479259  3.849853  0.244
H  -1.724644  0.467806  4.656922  0.199
H  -3.008364  -0.748300  4.725983  0.219
O  -0.963134  -2.868277  -2.095754  -1.048
P  -0.173756  -3.166259  -0.659376  2.511
O  -0.188726  -4.612676  -0.434725  -1.103
O  -0.793434  -2.199464  0.305498  -1.238
O  1.276591  -2.574310  -1.129845  -1.115
P  2.480481  -2.391021  -0.005768  2.524
O  3.623511  -1.840099  -1.031679  -1.018
O  2.900535  -3.665633  0.583169  -1.110
O  2.081722  -1.236532  0.869052  -1.255
H  -0.836193  -3.674607  -2.619337  0.506
H  4.324564  -2.509850  -1.011282  0.508
N  -3.782943  -1.982518  -2.059977  -0.788
C  -4.204422  -0.722978  -2.196762  0.659
N  -5.373499  -0.512289  -2.843156  -0.786
N  -3.581816  0.337823  -1.755851  -0.660
C  -2.474915  0.406958  -1.081282  0.521
N  -1.520206  0.683776  -0.473927  -0.595
H  -4.294036  -2.737787  -2.478930  0.396
H  -2.841618  -2.188949  -1.734005  0.457
H  -5.989843  -1.271894  -3.059497  0.396
H  -5.726771  0.425899  -2.873582  0.418
O  1.192752  0.617301  -1.238774  -0.691
C  1.130703  0.863924  -2.432817  0.772
C  0.212403  0.162784  -3.401806  -0.527
C  1.082550  -0.400523  -4.549059  -0.397
C  2.479599  -0.889568  -4.098347  -0.422
C  3.592876  0.176818  -4.080106  -0.412
C  3.421840  1.219013  -2.967219  -0.225
N  2.039632  1.725416  -3.011585  -0.633
H  -0.553537  0.845609  -3.778011  0.235
H  -0.281735  -0.648992  -2.872219  0.250
H  1.199447  0.346828  -5.340162  0.187
H  0.542693  -1.236547  -4.996415  0.220
H  2.791545  -1.677978  -4.785463  0.217
H  2.407600  -1.348032  -3.109662  0.240
H  3.617223  0.685605  -5.050753  0.186
H  4.555261  -0.325009  -3.954872  0.221
H  4.122946  2.045376  -3.083273  0.201
H  3.575348  0.762052  -1.990268  0.237
H  1.788935  1.973473  -3.958142  0.366

Cartesian forces, eV/Å:
Ca -1.4 3.4 1.6
C 0.2 -0.3 0.0
C 0.2 0.2 -0.3
S 0.0 -0.1 0.3
C -0.3 0.0 -0.2
C -0.1 -0.4 -0.2
S 0.2 0.3 0.4
C -0.1 0.0 -0.2
C -0.1 -0.3 -0.2
S 0.0 0.1 0.6
C 0.2 0.0 -0.3
C -0.2 0.1 -0.3
S 0.0 0.1 0.2
H -0.1 0.0 0.0
H -0.1 0.1 -0.1
H 0.0 0.0 0.0
H -0.1 0.0 0.1
H 0.0 0.0 0.0
H 0.1 0.0 0.1
H 0.0 0.1 0.0
H 0.0 0.1 0.0
H 0.0 0.0 0.0
H 0.1 0.0 0.1
H 0.0 0.0 0.0
H 0.0 0.0 0.0
H 0.0 -0.1 0.0
H 0.0 0.0 0.1
H 0.0 0.0 0.0
H 0.0 0.0 0.1
O 0.2 -0.2 0.3
P -0.9 -1.4 -1.3
O 0.2 0.0 0.1
O -1.1 -2.0 -0.2
O -0.3 0.4 1.0
P 1.6 -0.6 -0.4
O 0.0 -0.3 0.3
O -0.1 0.0 0.0
O 2.2 -0.9 0.3
H -0.1 0.2 0.0
H -0.1 0.2 -0.1
N 0.1 -0.1 0.1
C 0.2 -0.1 0.2
N 0.0 -0.1 -0.1
N -0.4 0.5 -0.2
C 0.3 0.2 0.2
N -1.2 0.1 -0.8
H 0.0 0.0 0.0
H 0.0 0.0 -0.1
H 0.0 0.0 0.0
H 0.0 0.0 0.1
O 0.7 0.4 -1.4
C 0.1 0.3 -0.2
C 0.1 -0.1 0.0
C 0.1 0.0 0.1
C 0.0 0.1 -0.1
C -0.1 0.0 0.2
C 0.1 -0.2 -0.1
N 0.0 0.2 0.2
H 0.0 0.0 0.0
H -0.1 0.0 0.0
H 0.0 0.0 0.0
H 0.0 0.0 0.0
H 0.0 0.0 0.0
H 0.0 -0.1 0.0
H 0.0 0.0 0.0
H 0.0 0.1 0.0
H 0.0 0.0 0.0
H 0.0 0.1 0.0
H -0.1 -0.1 -0.1

Summary:
orbital gap	8.334	eV
relative energy (zero: lowest compared OMol25 entry of this formula, charge and spin)	2.7055	eV
max |F|	3.99	eV/A

ORCA calculation (ωB97M-V with the def2-TZVPD basis set) on a structure of composition C16H33ClFeP2 at a distorted geometry.

Last column: Mulliken spin population.
CARTESIAN COORDINATES (ANGSTROEM)
P  -0.595947  2.305577  -0.835672  -0.022
P  1.848045  1.434374  0.873925  -0.012
C  -0.372645  0.481873  -0.528918  0.032
C  0.481946  0.214344  0.706933  -0.048
H  0.081888  0.061069  -1.440700  0.014
H  -1.373512  0.044178  -0.425240  0.021
H  -0.099931  0.287563  1.638180  0.005
H  0.941965  -0.780579  0.686725  0.024
C  3.215556  0.715811  -0.100869  0.024
H  4.131697  1.300400  0.050322  0.006
H  2.949546  0.739241  -1.165491  -0.012
H  3.355437  -0.318674  0.233908  0.007
C  2.347729  1.415624  2.602234  0.043
H  2.528874  0.383569  2.919421  0.004
H  1.553420  1.861046  3.212791  0.003
H  3.261043  2.002714  2.738501  -0.005
C  -1.114812  2.441494  -2.558493  0.029
H  -1.460960  3.455172  -2.785045  0.003
H  -1.921400  1.729236  -2.743729  0.009
H  -0.264802  2.216097  -3.208926  -0.008
C  -2.085971  2.654084  0.152814  0.011
H  -1.837488  2.616800  1.219938  0.000
H  -2.854994  1.906142  -0.072665  0.008
H  -2.461473  3.655631  -0.079876  -0.003
Fe  1.322121  3.199024  -0.297115  3.391
C  -0.286500  -3.508531  1.428159  -0.002
C  0.557262  -3.582191  0.393197  0.002
C  0.331195  -4.272473  -0.919735  0.000
C  -1.132539  -4.359358  -1.406366  0.000
C  -1.887388  -3.062442  -1.409649  0.001
C  -2.573510  -2.525490  -0.391202  0.001
C  -2.788316  -3.110880  0.972508  -0.001
C  -1.682934  -4.055183  1.497223  0.000
C  0.333908  4.803978  -0.882944  0.285
H  0.050374  -3.095907  2.388852  0.000
H  1.585380  -3.218239  0.504904  0.002
H  0.724386  -5.300992  -0.904326  0.000
H  0.937995  -3.738188  -1.666647  0.000
H  -1.107729  -4.727723  -2.446289  0.000
H  -1.664960  -5.113222  -0.822301  0.000
H  -1.916977  -2.595526  -2.402139  -0.001
H  -3.159111  -1.614942  -0.557710  0.002
H  -3.736426  -3.669105  1.024830  0.000
H  -2.910353  -2.264137  1.665579  0.001
H  -1.905720  -4.258169  2.558823  0.000
H  -1.747322  -5.013874  0.977515  0.000
H  0.631853  5.529868  -0.106445  -0.035
H  -0.771164  4.823397  -1.007542  -0.057
H  0.809879  5.078970  -1.851088  0.025
Cl  3.547621  4.300158  -0.768659  0.047
C  2.704929  4.035420  0.755224  0.273
H  2.148460  4.942677  1.070802  -0.019
H  3.332375  3.550292  1.512474  -0.046

Cartesian forces, eV/Å:
P -0.9 -2.2 0.2
P -1.0 -1.2 0.2
C -1.0 0.0 -0.5
C 0.6 -0.6 0.6
H -0.1 0.0 0.3
H 0.3 -0.4 0.0
H 0.0 -0.1 -0.3
H -0.5 -0.1 0.0
C 0.1 -0.3 0.4
H -0.2 -0.2 -0.1
H 0.1 -0.1 0.3
H 0.3 0.0 -0.2
C 0.3 -0.6 0.4
H 0.1 0.1 0.3
H 0.2 -0.1 -0.2
H -0.2 -0.2 0.0
C -0.4 -0.2 -0.3
H 0.1 -0.2 0.1
H -0.1 0.0 -0.3
H -0.1 0.0 0.1
C -0.1 0.1 -0.1
H 0.0 0.0 -0.2
H 0.0 0.1 0.1
H 0.0 -0.2 0.1
Fe 0.9 1.9 -1.6
C 0.5 0.0 0.1
C 0.1 -0.4 0.7
C -0.2 0.2 -0.5
C 0.2 -0.3 -0.3
C -0.5 0.3 0.0
C -0.3 -0.4 -0.8
C 0.3 0.0 0.5
C -0.3 -0.1 0.3
C -1.2 1.8 -0.7
H 0.1 0.2 -0.6
H -0.4 0.1 0.2
H 0.1 0.2 0.2
H -0.2 -0.1 0.0
H 0.0 0.0 0.4
H 0.1 0.1 -0.3
H 0.0 0.3 0.5
H 0.3 -0.2 -0.2
H 0.1 0.2 -0.2
H 0.1 -0.2 0.0
H 0.0 0.0 -0.4
H 0.0 0.2 0.3
H -0.3 0.1 -0.4
H 0.6 0.5 0.0
H -0.3 0.1 0.4
Cl 0.9 0.3 -0.7
C 0.8 1.0 2.5
H 1.0 -0.4 0.1
H 0.2 0.9 -0.4

Summary:
spin multiplicity	5
orbital gap (spin up / spin down)	4.173 / 7.606	eV
relative energy (zero: lowest compared OMol25 entry of this formula, charge and spin)	0.0000	eV
max |F|	2.78	eV/A

ORCA calculation (ωB97M-V with the def2-TZVPD basis set) on a structure of composition C16H33HfNO2P2 at a distorted geometry.

Last column: natural (NBO) charge in e.
CARTESIAN COORDINATES (ANGSTROEM)
Hf  -0.435224  0.085044  0.488884  1.584
P  -2.858997  -0.212962  -0.525480  0.959
P  2.497154  -0.134941  0.875066  0.919
N  0.497766  -0.439976  -1.211180  -1.036
H  -1.591622  -1.214647  -0.218906  -0.216
C  -3.274887  1.522714  -0.993550  -0.975
H  -4.370297  1.578817  -1.071240  0.197
H  -2.840392  1.769925  -1.967148  0.237
H  -2.950660  2.277543  -0.262736  0.216
C  -4.186574  -0.518302  0.676393  -0.932
H  -5.120996  -0.479767  0.102489  0.223
H  -4.204747  0.255380  1.462068  0.244
H  -4.056194  -1.491708  1.159729  0.246
C  -3.213941  -1.094522  -2.073210  -0.954
H  -4.300946  -1.153020  -2.197182  0.226
H  -2.763032  -2.088412  -2.037969  0.262
H  -2.749928  -0.544269  -2.900842  0.263
C  3.514522  1.375865  0.661148  -0.941
H  4.538053  1.208440  1.027469  0.216
H  3.053734  2.194468  1.227274  0.215
H  3.547069  1.651745  -0.400703  0.247
C  3.042917  -0.632578  2.552264  -0.948
H  4.131165  -0.795872  2.564573  0.216
H  2.523122  -1.552580  2.848374  0.234
H  2.786009  0.161813  3.266019  0.219
C  3.450063  -1.311069  -0.169731  -0.933
H  4.468245  -1.465359  0.218466  0.215
H  3.501232  -0.925691  -1.195780  0.257
H  2.921242  -2.271143  -0.201417  0.249
C  0.728158  -0.919831  -2.426689  0.170
C  1.041978  -0.622854  -4.853358  -0.191
C  0.810054  -0.083537  -3.596395  -0.311
C  0.797004  -2.339596  -2.660600  -0.270
C  1.032338  -2.852791  -3.927436  -0.218
C  1.171432  -2.005389  -5.034314  -0.321
H  1.112943  0.038189  -5.715984  0.197
H  0.642109  0.985744  -3.456683  0.197
H  0.614233  -2.994313  -1.803537  0.195
H  1.096463  -3.932765  -4.059750  0.197
H  1.357042  -2.426598  -6.026804  0.199
C  -0.238492  2.846633  2.377047  0.638
O  -0.274330  1.913560  1.462660  -0.670
C  -0.938574  4.099041  2.035894  -0.716
H  -1.703538  4.281260  2.800676  0.246
H  -1.440922  4.003010  1.066071  0.255
H  -0.250775  4.946355  1.992742  0.254
C  0.272012  2.491728  3.727187  -0.727
H  1.216945  2.995325  3.970494  0.256
H  0.419544  1.411991  3.841066  0.265
H  -0.475562  2.792705  4.472059  0.245
C  -0.508269  -2.125288  2.861371  -0.223
O  -0.433679  -0.980466  2.046724  -0.874
H  -1.305558  -1.999655  3.599289  0.164
H  0.440343  -2.292690  3.381807  0.160
H  -0.736753  -2.984708  2.223320  0.174

Cartesian forces, eV/Å:
Hf 2.0 -2.2 -4.2
P 1.7 3.2 1.0
P -0.1 0.2 0.1
N -1.2 1.5 1.4
H 0.2 -2.1 0.3
C -1.8 0.3 -0.7
H -0.1 0.6 -0.4
H 0.0 0.0 0.1
H 0.0 -0.6 -0.1
C 0.0 -0.3 0.0
H 0.0 -0.2 0.3
H 0.1 -0.2 -0.5
H -0.2 0.1 -0.1
C 0.1 0.0 0.2
H 0.2 0.0 -0.2
H -0.2 0.1 0.0
H -0.2 -0.1 0.2
C 0.2 0.1 0.0
H -0.2 0.1 -0.1
H 0.2 -0.1 -0.1
H -0.1 0.0 0.3
C 0.3 -0.1 0.1
H -0.3 0.0 0.2
H 0.2 0.2 0.0
H 0.0 -0.2 -0.1
C -0.2 -0.1 0.0
H -0.3 0.1 -0.1
H -0.1 -0.1 0.2
H 0.1 0.2 0.0
C -0.4 -0.8 -1.1
C 0.0 -0.3 0.1
C 0.1 -0.4 0.5
C 0.1 0.5 0.0
C 0.0 0.3 0.0
C 0.1 -0.1 -0.1
H 0.0 -0.1 0.1
H 0.2 -0.2 -0.1
H 0.2 0.2 -0.2
H 0.0 0.2 0.0
H -0.1 0.2 0.3
C -0.6 -3.8 -3.1
O 0.1 4.3 3.5
C -0.2 0.4 -0.1
H 0.2 0.2 0.0
H 0.3 -0.1 0.2
H -0.1 0.1 0.2
C 0.0 -0.1 0.4
H -0.2 0.1 -0.1
H 0.0 0.2 -0.4
H 0.2 0.2 -0.1
C -0.1 0.5 -0.7
O -0.2 -1.4 2.6
H 0.0 -0.1 0.1
H -0.1 -0.1 0.0
H 0.0 -0.1 0.2

Summary:
orbital gap (spin up / spin down)	4.465 / 4.461	eV
relative energy (zero: lowest compared OMol25 entry of this formula, charge and spin)	0.0000	eV
max |F|	5.53	eV/A

Per-record electronic energy, Ha: -2064.270066, -4458.708884, -3035.817481, -1565.328368